DFT (ωB97M-V with the def2-TZVPD basis set) results for a molecular structure, C29H22N2NiO2PSe2 at a distorted geometry.

Geometry as XYZ:
```
59
Properties=species:S:1:pos:R:3:forces:R:3:nbo_charge:R:1
Ni 0.037566 0.001577 0.201332 0.41 -0.66 0.64 1.3259
O -1.271159 -2.581213 -2.338401 0.00 -0.06 0.04 -0.5861
C -1.452794 -2.041974 -1.271320 -0.02 0.34 0.00 0.7712
O -1.124263 -0.792116 -1.030576 0.00 -0.12 -0.21 -0.8947
C -2.081489 -2.820531 -0.130878 -0.03 -0.11 0.13 -0.1493
C -2.639446 -4.050601 -0.467856 0.00 -0.02 -0.06 -0.1571
C -3.229889 -4.859903 0.487862 0.00 0.00 0.02 -0.1829
C -3.259420 -4.456004 1.814430 0.01 0.02 -0.02 -0.1888
C -2.696895 -3.241487 2.172044 -0.02 -0.05 0.01 -0.1911
C -2.111874 -2.414639 1.212814 0.03 0.01 -0.09 -0.3588
P -1.457686 -0.825329 1.779080 0.19 0.22 0.00 0.8880
C -0.877035 -1.101106 3.471322 -0.02 -0.04 0.04 -0.2879
C -1.420879 -0.467168 4.582230 -0.02 0.01 0.06 -0.2194
C -0.859135 -0.657897 5.840110 -0.01 -0.01 -0.07 -0.2014
C 0.240545 -1.486731 5.991972 0.02 -0.02 0.02 -0.1896
C 0.775647 -2.141349 4.887692 -0.01 0.03 0.01 -0.1948
C 0.222099 -1.946640 3.634554 0.04 -0.04 0.02 -0.2257
C -2.869681 0.303779 1.858425 -0.07 -0.05 -0.03 -0.3955
C -4.124132 -0.069791 1.385220 -0.03 0.01 -0.01 -0.1252
C -5.174117 0.839132 1.403661 0.05 -0.03 0.01 -0.2107
C -4.978059 2.120151 1.895418 -0.03 0.02 0.00 -0.1842
C -3.726665 2.501644 2.363520 0.00 -0.02 -0.01 -0.2003
C -2.675850 1.600097 2.336860 0.00 0.04 0.00 -0.2118
H -2.597695 -4.354548 -1.504854 0.01 0.01 0.00 0.2532
H -3.662999 -5.808154 0.198172 0.00 0.01 0.00 0.2299
H -3.716272 -5.082634 2.568806 0.01 0.01 0.00 0.2291
H -2.712965 -2.933825 3.210484 0.00 0.01 -0.01 0.2257
H -2.288243 0.170977 4.478060 0.00 0.00 -0.01 0.2284
H -1.291285 -0.163498 6.700002 0.00 0.00 0.00 0.2280
H 0.674546 -1.635063 6.972068 0.00 0.00 -0.01 0.2281
H 1.623367 -2.803922 5.007448 -0.01 0.00 0.00 0.2224
H 0.639538 -2.475590 2.783892 -0.02 0.03 -0.03 0.2112
H -4.285898 -1.066840 0.996342 0.00 0.00 0.01 0.2227
H -6.145601 0.539925 1.033721 0.00 0.01 0.00 0.2299
H -5.800977 2.822510 1.914952 0.01 0.00 0.00 0.2281
H -3.572151 3.501067 2.749961 0.00 0.00 0.00 0.2205
H -1.703484 1.904284 2.706557 0.01 -0.01 0.01 0.2104
Se 3.316271 0.720043 1.804565 -0.02 0.30 0.15 0.2420
Se 1.739749 1.665685 3.227227 0.05 -0.07 -0.08 0.2424
C 0.723280 2.586748 1.884026 0.17 -0.09 -0.03 0.0500
C 0.212720 3.866425 2.066743 0.05 -0.01 0.00 -0.2703
C -0.577766 4.431236 1.072617 -0.11 -0.02 -0.08 -0.1148
C -0.849984 3.716109 -0.092492 0.32 0.22 0.74 -0.2242
C -0.261159 2.477342 -0.179249 -0.23 0.01 -0.90 0.0263
N 0.506246 1.912931 0.757996 -0.62 0.06 -0.12 -0.5933
C 2.695480 -1.036189 1.351198 -0.11 -0.23 -0.10 0.0343
C 3.495965 -2.079448 1.787776 0.02 -0.03 -0.01 -0.2546
C 3.280421 -3.360760 1.296746 0.06 -0.01 0.05 -0.1286
C 2.281980 -3.554929 0.365129 -0.09 0.03 -0.07 -0.2246
C 1.505336 -2.469695 -0.005533 -0.02 0.03 0.00 0.0596
N 1.682832 -1.236598 0.486271 -0.01 0.17 0.13 -0.5733
H 0.430749 4.414925 2.972739 0.03 -0.02 0.00 0.2488
H -0.982496 5.425390 1.213344 0.01 -0.01 0.01 0.2406
H -1.484401 4.094181 -0.878837 0.04 0.01 -0.03 0.2520
H -0.424364 1.867895 -1.068015 -0.05 0.15 -0.13 0.2149
H 4.287480 -1.881113 2.495728 0.00 0.01 0.00 0.2500
H 3.898082 -4.184385 1.630258 0.00 0.01 0.00 0.2417
H 2.086913 -4.520532 -0.078697 0.02 0.00 0.01 0.2485
H 0.719446 -2.579875 -0.738920 0.02 -0.06 0.00 0.2349
```
Forces are in eV/Å.

Values from the calculation:
spin multiplicity: 3
energy: -8030.67680 Ha
expectation value of S²: 2.0086
gap between HOMO and LUMO (alpha / beta): 7.5449 / 8.0585 eV
charge: +1
E_LUMO (alpha / beta): -3.54 / -3.74 eV